Entry 1:
A molecular structure, C21H29FeN4O4S, computed with ωB97M-V/def2-TZVPD.

Structure (XYZ):
```
60
Properties=species:S:1:pos:R:3:lowdin_spin:R:1
Fe 0.24279 -0.97671 1.81009 3.74
C 2.53839 -0.20425 3.47670 0.02
C 1.54574 0.77004 3.56137 0.02
C 0.28082 0.44654 4.05880 0.01
C 0.03316 -0.84917 4.52098 0.00
C 1.04495 -1.80853 4.47421 0.02
C 2.28737 -1.49364 3.93274 0.02
H 3.52078 0.05509 3.09871 0.00
H 1.76604 1.79263 3.28078 0.00
H -0.47999 1.21320 4.15544 0.00
H -0.92148 -1.08981 4.97636 0.00
H 0.87626 -2.78812 4.90806 0.00
H 3.07577 -2.23733 3.90922 0.00
N -0.27390 -3.23572 2.15245 0.03
C -0.33701 -4.13058 0.96732 0.00
C 0.93695 -4.01974 0.14246 0.00
C 1.01666 -2.61499 -0.37706 0.01
O 0.55906 -2.30177 -1.47563 0.01
O 1.52949 -1.74858 0.46528 0.05
H 0.41932 -3.60248 2.79283 0.00
H -1.16282 -3.26936 2.63938 0.00
H -1.19882 -3.83708 0.37030 0.00
H -0.48072 -5.16650 1.26328 0.00
H 0.91839 -4.72594 -0.68207 0.00
H 1.79987 -4.22034 0.77796 0.00
O -1.17265 1.19897 -0.18169 0.13
C -1.45041 0.00231 -0.35488 0.03
O -1.32738 -0.96450 0.48184 0.05
C -1.94473 -0.39044 -1.73238 0.01
N -2.09738 -1.88625 -1.82122 0.00
C -3.15133 -2.13841 -2.85231 0.00
C -4.17420 -1.05066 -2.54168 0.00
C -3.31895 0.18222 -2.15640 0.00
H -1.16619 -0.09269 -2.42700 0.00
H -2.39436 -2.19580 -0.89947 0.00
H -1.17587 -2.31880 -1.97025 0.00
H -3.53144 -3.15318 -2.77848 0.00
H -2.70239 -1.99642 -3.83279 0.00
H -4.81127 -1.35661 -1.70981 0.00
H -4.81370 -0.85466 -3.39746 0.00
H -3.76807 0.76103 -1.35296 0.00
H -3.19037 0.84521 -3.00748 0.00
N 2.64632 0.30191 -1.10798 0.02
C 2.01948 1.43512 -0.84723 0.06
S 1.13394 1.56514 0.64256 0.62
N 2.16900 2.47190 -1.66328 0.06
C 1.55174 3.76115 -1.65844 0.01
C 0.25890 3.97820 -1.19902 0.02
C -0.25169 5.27220 -1.20629 0.00
C 0.50263 6.32225 -1.70168 0.02
C 1.77950 6.08492 -2.20153 0.00
C 2.30032 4.80672 -2.19441 0.01
H 2.37067 -0.53109 -0.57171 0.00
H 3.14541 0.16574 -1.97518 0.00
H 2.88720 2.36623 -2.36441 0.00
H -0.36944 3.15232 -0.89086 0.00
H -1.26075 5.44552 -0.85238 0.00
H 0.09047 7.32557 -1.72220 0.00
H 2.37409 6.90429 -2.58514 0.00
H 3.30583 4.62372 -2.56635 0.00
```

Properties
Multiplicity: 6
Frontier orbital gap (spin up / spin down), Eh: 0.331 / 0.204
⟨S²⟩: 8.7652
Total charge: +2
Highest occupied orbital energy (spin up / spin down), eV: -13.982 / -13.908


Entry 2:
2 unconnected molecules or ions with the total composition C4H5Cl, computed with ωB97M-V/def2-TZVPD.

Structure (XYZ):
```
10
Properties=species:S:1:pos:R:3:lowdin_charge:R:1
C 0.76951 -2.01902 0.56680 0.15
C 0.88790 -1.01173 -0.10706 -0.28
C -1.63603 0.93838 0.18951 0.09
C 1.23302 0.12189 -0.73343 -0.59
Cl 2.41390 1.17671 -0.00196 0.60
H 0.39699 -2.75838 1.19434 0.02
H -0.73029 1.40548 0.46666 -0.04
H -2.36217 0.89066 1.00103 0.00
H -1.96991 0.88847 -0.79897 -0.03
H 0.99708 0.36755 -1.77691 0.07
```

Properties
Frontier orbital gap (spin up / spin down), Eh: 0.291 / 0.308
Highest occupied orbital energy (spin up / spin down), eV: -8.822 / -8.282


Entry 3:
A molecular structure, C23H37O2Ti, computed with ωB97M-V/def2-TZVPD.

Structure (XYZ):
```
63
Properties=species:S:1:pos:R:3:lowdin_spin:R:1
O -0.23357 -0.97722 -4.01953 0.01
C -0.96200 -1.20279 -5.25870 0.00
C 0.34127 -1.55498 -5.99588 0.00
H -1.37687 -0.23570 -5.56091 0.00
H -1.73287 -1.97134 -5.14479 0.00
C 1.04072 -1.20545 -4.63785 0.00
H 0.56023 -0.83048 -6.78499 0.00
H 0.54149 -2.57944 -6.30551 0.00
C 1.98127 -0.05003 -4.83389 0.00
H 1.51055 0.88731 -5.09694 0.00
H 2.63646 -0.37806 -5.64664 0.00
H 2.64217 0.10982 -3.97837 0.00
C 1.85578 -2.30468 -3.99234 0.00
H 1.28457 -3.23155 -3.87963 0.00
H 2.24901 -1.99554 -3.01315 0.00
H 2.71621 -2.52301 -4.64281 0.00
Ti -0.57730 1.27057 -0.58673 1.57
C 0.24707 -1.02748 0.94465 0.03
C -1.07313 -0.47844 0.78078 0.02
C -1.51258 -0.85806 -0.53712 0.02
H -1.65984 -0.01291 1.55271 0.01
C -0.47921 -1.67513 -1.13542 0.01
C 0.62344 -1.71292 -0.24357 0.02
H 1.60638 -2.16424 -0.37715 0.00
H 0.80234 -1.07198 1.87186 0.00
H -2.51931 -0.76355 -0.91135 0.00
H -0.65445 -2.30706 -1.98750 0.00
C 1.11834 1.53677 0.95753 0.01
C 1.69658 1.01326 -0.25033 0.04
C 1.45575 1.93310 -1.30348 0.07
H 2.20934 0.03539 -0.35843 0.00
C 0.72800 3.04356 -0.75354 0.04
C 0.53432 2.80009 0.65391 0.02
H 0.16074 3.51475 1.39763 0.01
H 1.27356 1.15989 1.96441 0.00
H 1.88184 1.83721 -2.30782 0.01
H 0.34459 3.93040 -1.26056 0.01
O -1.08600 2.19388 -3.17703 0.03
C -0.15925 3.04785 -3.96588 0.00
C -0.88136 3.59394 -5.21390 0.00
H 0.78932 2.55920 -4.22893 0.00
H 0.03658 3.90937 -3.28532 0.00
C -2.34362 3.58165 -4.76746 0.00
H -0.77826 2.97688 -6.12203 0.00
H -0.47365 4.59562 -5.47099 0.00
C -2.33816 2.90566 -3.41266 0.01
H -3.02272 3.07979 -5.47366 0.00
H -2.68047 4.62295 -4.69698 0.00
H -3.20564 2.23349 -3.26261 0.00
H -2.39481 3.74931 -2.69688 0.00
C -4.33589 3.22755 -0.66970 0.00
C -2.91018 3.17382 -0.10369 0.01
C -2.73146 3.69749 1.32341 0.00
C -2.54435 1.70840 -0.14555 0.02
H -4.97155 2.60590 -0.02105 0.00
H -4.34801 2.77514 -1.68073 0.00
H -4.76497 4.24049 -0.73606 0.00
H -2.21551 3.75591 -0.75102 0.00
H -2.71138 2.83625 1.99239 0.00
H -1.76923 4.20368 1.40885 0.00
H -3.49792 4.41017 1.64007 0.00
H -2.60029 1.21700 -1.14928 0.01
H -3.16312 1.15162 0.54372 0.00
```

Properties
Multiplicity: 3
Frontier orbital gap (spin up / spin down), Eh: 0.143 / 0.209
⟨S²⟩: 2.0068
Total charge: -1
Highest occupied orbital energy (spin up / spin down), eV: -1.243 / -3.043


Entry 4:
2 unconnected molecules or ions with the total composition C4H11NO3, computed with ωB97M-V/def2-TZVPD.

Structure (XYZ):
```
19
Properties=species:S:1:pos:R:3:lowdin_charge:R:1
C 2.11953 0.51431 -0.94048 -0.01
C 0.93016 -0.07338 -0.13132 -0.43
N -0.12806 0.92779 -0.16606 0.13
C -1.26013 0.73324 0.75362 -0.09
C -1.70292 -0.72307 0.79545 -0.25
O -0.77900 -1.38789 1.57767 -0.10
O 1.31390 -0.19942 1.20147 -0.02
H 1.67157 0.77808 -1.90023 0.06
H 2.96675 -0.16124 -0.98131 0.08
H 2.45374 1.43960 -0.49832 0.08
H -0.54938 0.90519 -1.13481 0.05
H -2.10395 1.38215 0.45738 0.15
H -0.81068 1.06022 1.67915 0.14
H -2.72116 -0.97711 1.10646 0.13
H -1.65658 -0.98054 -0.27952 0.12
H 0.50769 -0.77541 1.53971 0.04
H 0.42884 -1.04973 -0.54647 0.21
H -0.79045 0.26042 -3.35948 -0.05
O -0.41237 0.20195 -2.50211 -0.24
```

Properties
Frontier orbital gap, Eh: 0.172
Highest occupied orbital energy, eV: -9.295


Entry 5:
A molecular structure, C18H38IrOP2, computed with ωB97M-V/def2-TZVPD.

Structure (XYZ):
```
60
Properties=species:S:1:pos:R:3:lowdin_spin:R:1
P -0.82609 0.98747 -1.93326 0.15
P -0.75449 -0.71071 1.62413 0.33
C 0.48000 0.59938 -0.66868 0.21
C 0.50980 -0.55951 0.32986 0.14
H 0.91089 1.52489 -0.24861 0.02
H 1.13980 0.27428 -1.49265 0.06
H 0.78996 -1.49513 -0.16324 0.00
H 1.30125 -0.32047 1.03957 0.02
C -0.51288 0.52569 2.91194 0.04
H -1.31395 0.36223 3.64731 0.00
H -0.67058 1.52104 2.46036 0.01
H 0.46001 0.50000 3.43265 0.01
C -0.85105 -2.39223 2.20393 0.04
H 0.08941 -2.79981 2.60574 0.01
H -1.18263 -3.01258 1.36231 0.00
H -1.61958 -2.42300 2.98622 0.00
C -0.73320 2.69368 -2.42636 0.02
H -1.64276 2.90019 -3.02212 0.00
H 0.16876 2.91911 -3.02451 0.00
H -0.75794 3.31662 -1.51230 0.00
C -0.82555 -0.22954 -3.24873 0.02
H -1.23174 -1.16478 -2.82876 0.00
H 0.17316 -0.39526 -3.68249 0.00
H -1.51700 0.14464 -4.02226 0.00
Ir -1.78213 0.33910 -0.14312 1.36
C 3.33983 -0.93023 0.67105 0.03
C 3.20497 0.22187 1.37333 0.03
C 4.09772 1.39933 1.17130 0.05
C 4.34355 1.78613 -0.33134 0.09
C 3.22067 1.48544 -1.25191 0.70
C 3.07869 0.31434 -1.96082 0.70
C 4.01416 -0.84831 -1.80953 0.10
C 4.40771 -1.19971 -0.34005 0.02
C -3.44995 1.13128 -1.21919 0.05
H 2.74952 -1.81689 0.90542 0.00
H 2.61847 0.25661 2.31333 0.00
H 5.06244 1.14793 1.65253 0.00
H 3.70270 2.28384 1.69174 0.00
H 4.47688 2.88208 -0.35494 0.01
H 5.28935 1.32366 -0.66931 0.02
H 2.57931 2.33432 -1.47344 0.03
H 2.45023 0.27572 -2.86016 0.04
H 4.92322 -0.60619 -2.38728 0.04
H 3.57702 -1.74905 -2.27348 0.01
H 4.59010 -2.29201 -0.30307 0.00
H 5.34696 -0.68776 -0.07442 0.00
H -4.20457 0.33198 -1.31315 0.00
H -3.18388 1.50073 -2.22033 0.01
H -3.89562 1.94607 -0.62503 0.00
C -4.31393 -2.27641 2.00471 0.02
C -4.25113 -1.11402 1.01477 0.04
C -5.53860 -0.28399 1.12190 0.03
O -3.07285 -0.31814 1.20981 0.53
H -4.37014 -1.92921 3.04939 0.00
H -3.46102 -2.95064 1.88596 0.00
H -5.23130 -2.84179 1.77513 0.00
H -4.28251 -1.58873 -0.00558 0.00
H -5.62466 0.20081 2.10303 0.00
H -5.60306 0.47114 0.33982 0.00
H -6.39174 -0.96553 1.00288 0.00
```

Properties
Multiplicity: 6
Frontier orbital gap (spin up / spin down), Eh: 0.193 / 0.201
⟨S²⟩: 8.7667
Total charge: +2
Highest occupied orbital energy (spin up / spin down), eV: -10.946 / -14.493


Entry 6:
2 unconnected molecules or ions with the total composition C4H7N2P, computed with ωB97M-V/def2-TZVPD.

Structure (XYZ):
```
14
Properties=species:S:1:pos:R:3:lowdin_charge:R:1
C 1.59050 -1.49252 0.12419 -0.16
C 0.72063 0.47726 0.23970 -0.43
C -0.27190 -0.43196 0.08083 -0.17
C 0.62107 1.94290 0.18796 -0.05
N 1.89568 -0.18254 0.12053 0.10
N 0.20773 -1.67380 0.02749 0.03
P -2.94925 0.12997 0.18115 0.71
H 2.11999 -2.41116 0.13537 0.10
H 1.01397 2.32392 1.01071 0.01
H 1.23002 2.34023 -0.76685 0.14
H -0.35405 2.32346 0.18981 0.04
H -0.44673 -2.41079 -0.20798 0.14
H -2.81341 -1.19969 -0.08518 -0.29
H -2.56423 0.26474 -1.23773 -0.17
```

Properties
Frontier orbital gap (spin up / spin down), Eh: 0.267 / 0.267
Highest occupied orbital energy (spin up / spin down), eV: -8.333 / -8.332


Entry 7:
A molecular structure, C2H3NO2S, computed with ωB97M-V/def2-TZVPD.

Structure (XYZ):
```
9
Properties=species:S:1:pos:R:3:lowdin_charge:R:1
C -1.23595 0.90416 -0.12414 -0.36
C -0.01983 0.25049 0.26073 -0.03
N -2.77993 -0.20839 -0.59972 -0.30
O -1.48831 2.04511 -0.30967 0.10
O -4.83842 -1.03961 0.17298 -0.53
S -4.04220 0.15217 0.19631 0.78
H -0.27908 -0.85430 0.52483 0.13
H 0.47403 0.80187 1.18174 0.15
H 0.69346 0.49156 -0.45414 0.07
```

Properties
Frontier orbital gap (spin up / spin down), Eh: 0.340 / 0.340
Highest occupied orbital energy (spin up / spin down), eV: -9.619 / -9.620


Across the entries above, E takes the values -2999.05769 -615.39691 -1898.34124 -439.19733 -1569.92804 -607.32310 -681.31795 a.u., respectively.
Across the entries above, energy relative to the best compared isomer or geometry (same formula, charge and spin) takes the values 126.3 416.9 50.1 862.7 128.3 357.6 371.2 kJ/mol, respectively.